Entry from the Open Molecules 2025 dataset: a gas-phase ion, C7H8ClFN (charge +1) in a non-equilibrium geometry (ωB97M-V/def2-TZVPD).

Cartesian coordinates (Å):
C -1.40125 2.08124 0.18372
N -0.77009 0.81357 0.04665
C -1.32204 -0.36095 0.09161
C -0.72066 -1.68434 -0.06791
F -1.71185 -2.61811 -0.11108
C 0.53225 -2.23531 -0.00655
C 1.70517 -1.52673 0.22581
C 1.89023 -0.18154 0.06085
Cl 3.34780 0.59721 0.39029
C 0.74113 0.85998 -0.34904
H -2.45697 2.03995 0.17872
H -1.20367 2.56903 1.16129
H -1.11773 2.71413 -0.66381
H -2.41870 -0.44444 0.02725
H 0.53904 -3.30412 -0.09896
H 2.50179 -2.15591 0.21730
H 0.92572 1.85306 0.15889
H 0.93982 0.98326 -1.44501

Cartesian forces, eV/Å:
0.1 1.6 0.4
2.7 -3.4 -0.9
-0.5 -0.8 -1.1
-0.2 -0.4 0.6
-0.1 0.5 -0.3
-2.8 1.5 -0.1
-0.1 3.0 -1.3
-2.8 -0.5 1.1
0.2 0.0 -0.2
0.8 1.9 1.0
-1.2 -0.7 -0.2
0.6 -0.3 -0.6
0.2 0.0 0.3
0.4 0.4 0.7
0.2 -0.3 0.0
2.8 -1.3 0.7
0.8 -1.2 -0.8
-1.1 0.1 0.7

Values from the calculation:
- SMILES string: C[N+]1=CC(F)=CC=C(Cl)C1
- Molecular weight: 160.6 g/mol
- Multiplicity: 1
- Net charge: +1
- LUMO energy: -5.8712 eV
- Energy relative to the best compared isomer or geometry (same formula, charge and spin): 0.0000 eV
- F_max: 4.4 eV Å⁻¹
- Orbital gap: 7.113 eV
- HOMO level: -12.98 eV